#1
The molecule C8H6O3. Source: OMol25; level of theory: wB97M-V/def2-TZVPD.

Cartesian coordinates (Å):
O1 3.39 0.38 -0.63
C1 2.15 0.15 -0.04
O2 1.30 1.28 0.04
C2 0.00 0.82 0.01
C3 -1.11 1.65 0.21
C4 -2.37 0.93 0.19
C5 -2.45 -0.45 0.03
C6 -1.24 -1.23 -0.08
C7 -0.02 -0.62 -0.10
C8 1.35 -1.13 -0.23
O3 2.08 -0.71 0.99
H1 3.94 0.03 0.10
H2 -1.02 2.70 -0.09
H3 -3.18 1.58 0.32
H4 -3.32 -1.03 0.05
H5 -1.31 -2.26 -0.21
H6 1.82 -2.07 -0.56

As for the multiplicity: 1. As for the HOMO-LUMO gap: 9.7 eV. Its structure (SMILES) is O[C@@]12Oc3ccccc3[C@@H]1O2.

Results of the natural (NBO) charge analysis, in e, for atoms 1 through 6: atom 1 (O): -0.667, atom 2 (C): 0.721, atom 3 (O): -0.467, atom 4 (C): 0.333, atom 5 (C): -0.286, atom 6 (C): -0.170

***

#2
The molecule C8H6O3. Source: OMol25; level of theory: wB97M-V/def2-TZVPD.

Cartesian coordinates (Å):
O1 -1.37 -2.54 -1.52
C1 -1.04 -1.86 -0.58
C2 -1.79 -1.77 0.71
O2 -1.58 -0.57 1.24
C3 -0.37 -0.10 0.68
C4 0.17 1.04 1.05
C5 1.09 1.84 0.35
O3 1.68 3.00 0.63
C6 1.41 1.10 -0.88
C7 0.94 -0.28 -1.20
C8 0.03 -0.84 -0.39
H1 -3.06 -1.92 0.66
H2 -1.38 -2.74 1.21
H3 -0.45 1.66 1.90
H4 2.57 2.90 0.12
H5 1.84 1.92 -1.83
H6 1.32 -0.83 -2.13

As for the multiplicity: 1. As for the HOMO-LUMO gap: 9.1 eV. Its structure (SMILES) is O=C1COc2cc(O)ccc21.

Results of the natural (NBO) charge analysis, in e, for atoms 1 through 6: atom 1 (O): -0.521, atom 2 (C): 0.542, atom 3 (C): -0.153, atom 4 (O): -0.464, atom 5 (C): 0.302, atom 6 (C): -0.302

***

In eV, relative to the most stable structure: #1 0.000; #2 1.735.